(1)
Entry from OMol25: C46H72F8N3O28PSSi2 as an isolated structure (wB97M-V/def2-TZVPD).

Last column: Löwdin charge in e.
Element x y z (Å)
C -0.151 12.794 5.632  -0.1207
O -0.141 11.505 5.069  -0.1926
C -0.867 10.541 5.815  -0.2348
C -0.218 9.169 5.644  -0.1710
C -1.162 8.076 5.155  -0.2172
C -0.448 6.736 4.957  -0.2021
C 0.079 6.514 3.532  -0.2122
C -0.746 5.517 2.718  -0.2131
C -0.019 4.962 1.491  -0.2102
C -0.364 3.510 1.157  -0.2006
C 0.740 2.762 0.384  -0.1933
C 0.427 2.379 -1.074  -0.1944
C 0.794 0.938 -1.467  -0.2482
C 2.096 0.377 -0.841  -0.3035
Si 3.251 -0.330 -2.107  0.4347
O 2.779 -1.850 -2.535  -0.3489
Si 3.621 -2.870 -3.532  0.3730
N 3.759 -2.162 -5.114  -0.0620
C 2.794 -4.532 -3.660  -0.2574
C 3.824 -5.664 -3.589  -0.2965
C 3.195 -7.053 -3.629  -0.2226
C 4.214 -8.161 -3.904  -0.2143
C 3.863 -9.481 -3.214  -0.2097
C 4.505 -10.704 -3.877  -0.2833
C 3.629 -11.939 -3.715  -0.4723
S 4.401 -13.297 -4.630  0.9996
C 3.046 -14.363 -4.802  -0.6957
N 1.998 -14.476 -4.061  0.0641
N 1.214 -15.474 -4.667  0.0519
C 1.874 -15.870 -5.694  -0.1738
O 3.055 -15.218 -5.864  0.0130
P 5.347 -0.509 -1.191  0.5756
O 6.498 -0.251 -2.115  -0.5285
H 0.600 12.882 6.423  0.0866
H -1.131 13.051 6.045  0.0849
H 0.086 13.507 4.846  0.0835
H -0.922 10.834 6.866  0.1050
H -1.892 10.500 5.432  0.1180
H 0.275 8.854 6.566  0.1113
H 0.572 9.297 4.901  0.1184
H -2.002 7.967 5.839  0.0868
H -1.588 8.409 4.203  0.1175
H -1.137 5.929 5.207  0.1009
H 0.391 6.689 5.652  0.1035
H 1.121 6.191 3.545  0.1037
H 0.071 7.478 3.015  0.1113
H -1.064 4.697 3.368  0.1014
H -1.666 6.017 2.402  0.1158
H 1.058 5.035 1.660  0.0998
H -0.256 5.586 0.628  0.1103
H -0.524 2.989 2.104  0.1015
H -1.313 3.492 0.623  0.0919
H 1.626 3.402 0.382  0.1033
H 1.023 1.878 0.954  0.0974
H 0.884 3.085 -1.765  0.1146
H -0.645 2.490 -1.222  0.0807
H -0.037 0.270 -1.248  0.1077
H 0.892 0.921 -2.556  0.0836
H 1.868 -0.441 -0.155  0.0838
H 2.639 1.140 -0.283  0.0612
H 3.368 0.546 -3.293  0.0119
H 4.975 -3.052 -2.949  0.0203
H 4.514 -1.486 -5.175  0.0278
H 3.976 -2.876 -5.803  0.0268
H 2.049 -4.659 -2.874  0.0838
H 2.277 -4.575 -4.622  0.0808
H 4.405 -5.572 -2.668  0.1029
H 4.545 -5.568 -4.407  0.1087
H 2.418 -7.075 -4.395  0.1156
H 2.714 -7.248 -2.667  0.1160
H 5.202 -7.830 -3.575  0.1145
H 4.280 -8.340 -4.979  0.1102
H 4.198 -9.430 -2.178  0.1205
H 2.777 -9.593 -3.218  0.1118
H 5.473 -10.911 -3.417  0.1118
H 4.692 -10.523 -4.937  0.1001
H 2.615 -11.785 -4.077  0.0862
H 3.563 -12.229 -2.669  0.0877
H 1.589 -16.628 -6.401  0.1346
H 5.380 -1.768 -0.561  -0.0229
H 5.318 0.342 -0.062  -0.0310
C 5.820 -15.240 -8.444  -0.0491
C 7.196 -14.992 -7.863  -0.3180
O 7.853 -14.316 -8.914  0.1328
C 6.910 -13.690 -9.677  -0.5472
O 7.138 -12.869 -10.495  0.1898
O 5.676 -14.140 -9.343  0.0718
F 7.853 -16.140 -7.578  0.0777
H 5.799 -16.175 -9.007  0.1460
H 5.028 -15.235 -7.701  0.1187
H 7.201 -14.355 -6.976  0.1686
C 1.041 -16.627 -1.505  -0.0575
C 1.621 -17.935 -1.006  -0.3178
O 0.935 -18.135 0.211  0.1284
C -0.259 -17.474 0.144  -0.5512
O -1.150 -17.617 0.908  0.1841
O -0.268 -16.650 -0.927  0.0749
F 2.954 -17.858 -0.764  0.0696
H 1.604 -15.785 -1.099  0.1430
H 0.988 -16.547 -2.585  0.0976
H 1.442 -18.793 -1.657  0.1707
C -4.582 4.288 -3.723  -0.0412
C -3.694 3.100 -4.046  -0.3053
O -2.488 3.435 -3.382  0.1345
C -2.779 4.287 -2.363  -0.5416
O -2.020 4.600 -1.508  0.1691
O -4.053 4.716 -2.465  0.0631
F -3.452 2.970 -5.369  0.0827
H -4.445 5.081 -4.459  0.1309
H -5.634 4.041 -3.628  0.1442
H -4.052 2.142 -3.664  0.1720
C 8.215 -2.870 -1.877  -0.0606
C 9.246 -3.938 -1.567  -0.3109
O 8.753 -4.510 -0.368  0.1324
C 7.408 -4.307 -0.318  -0.5584
O 6.668 -4.835 0.441  0.1752
O 7.041 -3.424 -1.270  -0.0009
F 10.480 -3.428 -1.343  0.0776
H 8.464 -1.927 -1.391  0.1345
H 8.040 -2.698 -2.933  0.1382
H 9.331 -4.725 -2.320  0.1703
C -2.254 9.700 10.624  -0.0377
C -2.694 8.247 10.615  -0.3092
O -3.465 8.175 9.427  0.1375
C -3.043 9.149 8.580  -0.5338
O -3.334 9.216 7.432  0.1612
O -2.237 10.014 9.227  0.0704
F -3.472 7.932 11.672  0.0838
H -3.003 10.315 11.125  0.1467
H -1.274 9.869 11.057  0.1415
H -1.881 7.523 10.551  0.1742
C -6.200 9.074 6.088  -0.0452
C -7.445 9.437 6.875  -0.3027
O -8.331 9.869 5.856  0.1306
C -7.964 9.271 4.692  -0.5498
O -8.638 9.254 3.714  0.1617
O -6.755 8.699 4.818  0.0860
F -7.234 10.454 7.743  0.0789
H -5.557 9.944 5.961  0.1409
H -5.627 8.256 6.510  0.1323
H -7.909 8.610 7.414  0.1756
C -4.639 9.433 -2.766  -0.0419
C -4.229 7.993 -2.514  -0.3108
O -4.486 7.389 -3.772  0.0994
C -4.422 8.352 -4.740  -0.5472
O -4.377 8.129 -5.900  0.1893
O -4.406 9.575 -4.170  0.0782
F -4.990 7.406 -1.567  0.0841
H -5.703 9.559 -2.559  0.1457
H -4.058 10.165 -2.215  0.1408
H -3.177 7.850 -2.263  0.1759
C -11.793 9.211 4.406  -0.0405
C -12.775 10.365 4.399  -0.3113
O -13.654 10.031 5.455  0.1296
C -12.989 9.227 6.332  -0.5552
O -13.371 8.949 7.417  0.1794
O -11.829 8.806 5.781  0.0682
F -13.477 10.448 3.243  0.0732
H -12.167 8.398 3.782  0.1477
H -10.778 9.472 4.126  0.1055
H -12.332 11.341 4.604  0.1725

Calculated values
* E_HOMO: -9.3910 eV
* largest force on an atom: 0.50 eV/A
* relative energy (zero: lowest compared OMol25 entry of this formula, charge and spin): 0.000 eV
* gap between HOMO and LUMO: 9.59 eV

(2)
Entry from OMol25: a 2-piece molecular cluster, C6H5ClNO2P overall at a distorted geometry (wB97M-V/def2-TZVPD).

Last column: Löwdin charge in e.
Element x y z (Å)
C 1.756 1.347 -0.599  -0.0598
C 0.711 1.848 0.091  -0.0875
C 2.105 -0.001 -0.586  -0.0479
C -0.064 1.010 0.812  -0.1437
C 1.185 -0.877 -0.035  -0.0819
C 0.101 -0.361 0.766  -0.5090
N -3.261 -1.905 -1.353  -0.2243
O -3.057 -1.184 -2.288  -0.0100
O -2.615 -1.966 -0.235  -0.2945
P -1.023 -1.567 1.446  0.7149
Cl -2.034 -0.427 2.690  0.2876
H 2.374 2.011 -1.103  0.0927
H 0.371 2.824 0.046  0.0972
H 2.934 -0.420 -1.056  0.0908
H -0.835 1.586 1.334  0.0917
H 1.351 -1.918 0.070  0.0835

Calculated values
* E_HOMO (alpha / beta): -7.7390 / -8.5101 eV
* largest force on an atom: 2.64 eV/A
* relative energy (zero: lowest compared OMol25 entry of this formula, charge and spin): 1.322 eV
* gap between HOMO and LUMO (alpha / beta): 5.84 / 6.82 eV

(3)
Entry from OMol25: a 2-piece molecular cluster, C41H42N4O2S overall at a distorted geometry (wB97M-V/def2-TZVPD).

Last column: Löwdin charge in e.
Element x y z (Å)
C -6.717 -2.471 2.542  -0.0627
N -6.345 -1.244 1.872  -0.1843
C -7.494 -0.533 1.362  -0.0524
C -5.041 -0.891 1.684  -0.2005
C -4.649 0.274 0.955  -0.0119
C -3.313 0.515 0.668  -0.0246
C -2.283 -0.385 1.061  -0.2077
C -0.898 -0.127 0.768  0.0237
C 0.134 -0.819 1.390  -0.0453
C 1.499 -0.437 1.548  -0.0607
C 2.481 -1.493 1.790  -0.1551
C 2.149 -2.854 1.528  -0.0083
C 3.072 -3.875 1.623  -0.0056
C 4.406 -3.594 2.013  -0.2169
N 5.352 -4.576 1.962  -0.1935
C 6.761 -4.262 1.885  -0.0600
C 5.028 -5.987 2.024  -0.0525
C 4.732 -2.268 2.402  -0.0071
C 3.791 -1.257 2.296  -0.0167
C 1.854 0.973 1.539  -0.1587
C 0.908 1.962 1.909  -0.0090
C 1.236 3.303 2.021  0.0058
C 2.571 3.740 1.798  -0.1996
N 2.942 5.037 2.011  -0.1847
C 4.332 5.405 2.160  -0.0609
C 2.024 6.165 2.075  -0.0431
C 3.525 2.764 1.382  0.0035
C 3.153 1.442 1.197  -0.0169
C -2.689 -1.526 1.806  -0.0096
C -4.005 -1.733 2.178  -0.0102
H -6.199 -2.574 3.502  0.0878
H -7.796 -2.415 2.729  0.0889
H -6.500 -3.366 1.939  0.1044
H -7.240 0.364 0.801  0.0760
H -8.089 -1.197 0.720  0.0991
H -8.135 -0.252 2.211  0.0967
H -5.400 0.963 0.568  0.1050
H -3.011 1.425 0.143  0.1232
H -0.660 0.674 0.066  0.1332
H -0.108 -1.801 1.795  0.0865
H 1.147 -3.121 1.200  0.1113
H 2.787 -4.888 1.337  0.1045
H 6.907 -3.275 1.427  0.0903
H 7.234 -4.247 2.882  0.0976
H 7.266 -5.015 1.263  0.0946
H 3.963 -6.121 2.223  0.0740
H 5.274 -6.495 1.078  0.0995
H 5.592 -6.471 2.838  0.0971
H 5.735 -2.062 2.787  0.1095
H 4.095 -0.263 2.616  0.1102
H -0.110 1.662 2.141  0.1125
H 0.469 4.007 2.344  0.1018
H 4.897 4.609 2.653  0.0885
H 4.806 5.614 1.191  0.1021
H 4.380 6.305 2.780  0.0878
H 0.973 5.864 2.110  0.0747
H 2.251 6.759 2.976  0.0925
H 2.153 6.826 1.201  0.1023
H 4.563 3.062 1.205  0.1084
H 3.885 0.745 0.789  0.1213
H -1.952 -2.261 2.124  0.1066
H -4.263 -2.597 2.795  0.0973
C -5.914 -1.045 -3.960  -0.0972
C -5.358 -0.506 -5.125  -0.0818
C -4.277 0.376 -5.041  -0.0480
C -3.735 0.674 -3.784  -0.2603
S -2.230 1.673 -3.634  0.6461
C -0.962 0.557 -3.181  -0.2298
C 0.362 0.787 -3.592  -0.3047
C 1.399 -0.212 -3.591  -0.0595
C 2.682 0.099 -4.016  -0.0736
C 3.016 1.411 -4.403  -0.2843
C 4.364 1.757 -4.778  -0.2256
N 5.459 2.078 -5.041  0.0938
C 2.015 2.403 -4.438  -0.0504
C 0.730 2.107 -4.026  -0.0585
O -2.074 2.145 -4.993  -0.3513
O -2.497 2.640 -2.584  -0.3599
C -4.342 0.208 -2.622  -0.0735
C -5.423 -0.673 -2.703  -0.0845
H -6.734 -1.758 -4.027  0.0957
H -5.765 -0.768 -6.104  0.1031
H -3.855 0.812 -5.946  0.1114
H -1.292 -0.368 -2.713  0.0618
H 1.157 -1.227 -3.265  0.0971
H 3.461 -0.669 -4.058  0.1072
H 2.244 3.415 -4.796  0.1158
H -0.017 2.905 -4.022  0.0920
H -3.964 0.532 -1.653  0.0692
H -5.879 -1.054 -1.787  0.0905

Calculated values
* E_HOMO: -5.1914 eV
* largest force on an atom: 2.04 eV/A
* relative energy (zero: lowest compared OMol25 entry of this formula, charge and spin): 0.000 eV
* gap between HOMO and LUMO: 3.04 eV

(4)
Entry from OMol25: a 4-piece molecular cluster, C31H62Br2FNO13P3 overall at a distorted geometry (wB97M-V/def2-TZVPD).

Last column: Löwdin charge in e.
Element x y z (Å)
C 7.426 0.742 -1.826  -0.0991
O 6.585 0.804 -2.967  -0.1721
C 5.414 1.531 -2.671  -0.2592
C 4.265 1.050 -3.540  -0.1541
C 3.030 1.964 -3.486  -0.1630
C 2.593 2.392 -2.067  -0.1215
C 1.166 2.071 -1.692  -0.1289
C 0.460 3.062 -1.040  0.0783
N -0.791 2.845 -0.647  -0.0376
F -1.428 3.830 0.013  0.1326
C -1.458 1.715 -0.833  0.0250
C -0.826 0.691 -1.481  0.0256
C 0.494 0.853 -1.908  -0.2127
C 1.146 -0.315 -2.553  -0.7005
Br 0.637 -0.762 -4.317  0.8873
C 2.070 -1.037 -1.915  -0.7118
C 2.797 -2.235 -2.447  -0.1322
Br 2.559 -0.598 -0.130  0.8978
H 7.026 0.044 -1.082  0.0893
H 8.434 0.465 -2.119  0.0915
H 7.462 1.730 -1.350  0.0887
H 5.562 2.617 -2.748  0.1395
H 5.161 1.314 -1.622  0.1018
H 4.031 0.012 -3.305  0.0938
H 4.619 1.071 -4.575  0.1294
H 2.230 1.506 -4.064  0.0685
H 3.317 2.867 -4.028  0.1206
H 3.231 2.008 -1.270  0.0903
H 2.681 3.480 -2.025  0.1217
H 0.899 4.027 -0.828  0.1691
H -2.472 1.616 -0.474  0.1660
H -1.333 -0.247 -1.649  0.1345
H 2.374 -3.117 -1.958  0.0985
H 3.836 -2.160 -2.126  0.0776
H 2.718 -2.325 -3.525  0.0513
O -2.662 2.193 -7.014  -0.2250
P -2.203 3.484 -7.559  0.4847
O -0.714 3.315 -8.128  -0.1852
C -0.472 2.437 -9.240  -0.2691
C -0.850 3.082 -10.559  -0.0763
O -1.859 4.335 -6.195  -0.2213
C -2.464 4.000 -4.956  -0.2912
C -1.445 3.316 -4.068  -0.0689
O -2.625 4.760 -8.402  -0.1826
C -3.395 5.860 -7.862  -0.2410
C -2.482 7.043 -7.655  -0.0634
H -1.011 1.497 -9.095  0.1120
H 0.593 2.213 -9.226  0.1175
H -1.929 3.237 -10.625  0.0720
H -0.543 2.452 -11.394  0.0814
H -0.376 4.058 -10.656  0.0838
H -3.342 3.369 -5.094  0.1103
H -2.801 4.933 -4.495  0.1210
H -1.052 2.421 -4.554  0.0762
H -1.894 3.030 -3.114  0.0577
H -0.601 3.983 -3.877  0.0807
H -3.913 5.574 -6.948  0.1124
H -4.156 6.104 -8.602  0.1220
H -1.694 6.812 -6.940  0.0740
H -3.048 7.901 -7.291  0.0846
H -1.995 7.314 -8.592  0.0848
O 1.448 -4.804 1.966  -0.2202
P 0.025 -4.745 2.355  0.4992
O -0.313 -3.226 2.789  -0.2101
C -0.247 -2.197 1.807  -0.2964
C -1.501 -2.190 0.950  -0.0578
O 0.062 -5.414 3.843  -0.2291
C 1.098 -6.316 4.246  -0.2830
C 2.035 -5.629 5.215  -0.0668
O -1.470 -5.219 2.071  -0.1927
C -1.978 -6.519 2.459  -0.2411
C -2.891 -6.354 3.648  -0.0619
H 0.651 -2.317 1.194  0.0595
H -0.156 -1.250 2.340  0.1068
H -1.569 -3.094 0.342  0.0777
H -1.503 -1.328 0.283  0.0406
H -2.392 -2.158 1.577  0.0889
H 1.640 -6.705 3.385  0.1071
H 0.609 -7.162 4.735  0.1190
H 2.474 -4.739 4.762  0.0718
H 2.839 -6.300 5.519  0.0802
H 1.491 -5.311 6.106  0.0780
H -1.170 -7.221 2.656  0.1144
H -2.541 -6.903 1.608  0.1195
H -2.355 -5.943 4.501  0.0771
H -3.323 -7.313 3.932  0.0859
H -3.699 -5.660 3.412  0.0816
O -0.839 -2.505 8.238  -0.2151
P -1.083 -1.379 7.322  0.4869
O 0.315 -0.647 7.011  -0.1782
C 1.346 -1.375 6.334  -0.2613
C 1.088 -1.444 4.842  -0.0842
O -1.759 -0.255 8.290  -0.2280
C -2.423 -0.617 9.504  -0.2908
C -1.576 -0.236 10.697  -0.0708
O -1.874 -0.899 6.015  -0.1935
C -3.255 -0.491 6.047  -0.2537
C -3.327 1.011 5.914  -0.0676
H 1.437 -2.378 6.759  0.1096
H 2.278 -0.848 6.533  0.1196
H 0.204 -2.040 4.629  0.0531
H 1.937 -1.893 4.323  0.0862
H 0.912 -0.444 4.439  0.0801
H -2.665 -1.679 9.520  0.1064
H -3.368 -0.066 9.526  0.1161
H -0.602 -0.722 10.650  0.0798
H -2.066 -0.522 11.629  0.0789
H -1.404 0.841 10.711  0.0773
H -3.759 -0.846 6.944  0.1141
H -3.744 -0.963 5.193  0.1161
H -2.819 1.502 6.742  0.0771
H -4.366 1.344 5.890  0.0822
H -2.832 1.335 4.997  0.0750

Calculated values
* charge: +1
* E_HOMO: -11.6953 eV
* largest force on an atom: 6.08 eV/A
* gap between HOMO and LUMO: 7.26 eV

Q: Among the records above, which one has the lowest largest force on an atom?
A: C46H72F8N3O28PSSi2

Q: Which value of largest force on an atom does entry 3 give?
A: 2.04 eV/A

Q: Which formula does entry 3 have?
A: C41H42N4O2S